Density functional theory data (ωB97M-V/def2-TZVPD) for a molecular structure, C13H26N6O6Sr at a distorted geometry.

Properties
Energy above the lowest of the compared OMol25 structures with the same formula, charge and spin (kcal per mole): 71.60
Frontier orbital gap (alpha / beta) (eV): 4.912 / 5.022
DFT total energy (hartree): -1321.3551
LUMO level (alpha / beta) (eV): -1.84 / -1.72

Element x y z (Å)
O1 0.28 -1.61 -5.29
H1 -0.09 -0.80 -5.60
Sr1 -0.09 0.12 -1.92
N1 -0.08 2.01 0.25
N2 1.51 2.12 -1.72
N3 -1.20 -1.14 0.29
N4 -1.15 -2.37 -1.94
O2 -0.98 1.95 1.21
O3 -1.08 -0.59 1.57
O4 -1.58 -2.63 -3.12
O5 2.46 1.81 -2.50
C1 1.71 3.10 -0.78
C2 0.77 3.08 0.28
C3 -1.60 -2.42 0.34
C4 -1.58 -3.14 -0.90
C5 0.78 4.11 1.35
H2 1.70 4.04 1.95
H3 -0.09 3.99 2.00
H4 0.75 5.12 0.92
C6 2.84 4.06 -0.84
H5 3.43 3.86 -1.74
H6 3.50 3.98 0.04
H7 2.45 5.09 -0.88
C7 -2.04 -3.11 1.58
C8 -2.23 -4.41 -1.20
H8 -2.08 -2.45 2.45
H9 -1.34 -3.93 1.80
H10 -3.01 -3.59 1.45
H11 -1.49 -5.04 -1.70
H12 -3.09 -4.30 -1.86
H13 -2.58 -4.96 -0.33
H14 -1.04 0.43 1.38
H15 -0.35 -1.92 -4.59
C9 -2.06 1.23 -1.91
H16 -1.64 2.25 -1.77
H17 -2.68 0.81 -1.06
H18 -2.15 0.74 -2.85
O6 -3.31 3.40 0.22
H19 -4.16 2.87 0.23
H20 -2.60 2.76 0.51
C10 2.01 -0.50 3.59
N5 2.04 -1.06 2.24
C11 2.59 -2.27 1.85
C12 2.39 -2.35 0.48
N6 1.72 -1.22 0.06
C13 1.55 -0.47 1.13
H21 2.31 -1.27 4.31
H22 2.69 0.36 3.67
H23 0.99 -0.17 3.83
H24 3.04 -2.95 2.54
H25 2.71 -3.15 -0.16
H26 1.15 0.54 1.16


Density functional theory data (ωB97M-V/def2-TZVPD) for 2 unconnected molecules or ions with the total composition C2H9N3O.

Properties
Expectation value of S²: 0.75
Spin multiplicity: 2
Energy above the lowest of the compared OMol25 structures with the same formula, charge and spin (kcal per mole): 6.48
Total charge: -1
Frontier orbital gap (alpha / beta) (eV): 5.639 / 7.541
DFT total energy (hartree): -321.0543
LUMO level (alpha / beta) (eV): 4.42 / 4.32

Element x y z (Å)
N1 1.32 0.74 0.89
C1 1.09 2.01 0.41
N2 -0.21 2.24 -0.09
H1 0.65 -0.03 0.65
H2 2.02 0.54 1.56
H3 1.64 2.84 0.83
H4 -0.22 2.73 -0.97
H5 -0.80 1.41 -0.10
N3 -0.30 -2.00 -1.48
C2 -1.17 -1.40 -0.41
O1 -0.61 -1.26 0.79
H6 0.62 -1.61 -1.29
H7 -0.21 -2.98 -1.22
H8 -1.51 -0.44 -0.89
H9 -2.06 -2.08 -0.43


Density functional theory data (ωB97M-V/def2-TZVPD) for a molecular structure, C16H19BN6Sn at a distorted geometry.

Properties
Energy above the lowest of the compared OMol25 structures with the same formula, charge and spin (kcal per mole): 122.96
Total charge: +2
Frontier orbital gap (alpha / beta) (eV): 3.598 / 5.637
DFT total energy (hartree): -1188.0393
LUMO level (alpha / beta) (eV): -11.92 / -9.59

Element x y z (Å)
H1 -2.44 -2.25 0.95
N1 -1.20 -1.68 -0.66
B1 0.00 -1.47 -2.88
N2 -1.04 -2.14 -1.93
C1 -1.87 -3.18 -2.16
Sn1 0.00 0.00 0.00
H2 -1.88 -3.68 -3.13
C2 -2.61 -3.42 -1.00
H3 -3.36 -4.18 -0.83
C3 -2.15 -2.44 -0.08
H4 -0.01 -2.02 -3.96
C4 1.17 1.60 0.59
H5 0.97 1.91 1.63
H6 0.97 2.46 -0.08
H7 2.23 1.33 0.49
N3 1.40 -1.56 -2.24
N4 -0.38 0.03 -3.04
N5 1.64 -1.02 -1.01
N6 -0.45 0.85 -1.96
C5 2.53 -2.16 -2.70
C6 -0.70 0.73 -4.16
H8 2.54 -2.66 -3.67
H9 -0.70 0.25 -5.14
C7 3.54 -2.00 -1.74
C8 -0.98 2.05 -3.79
C9 2.92 -1.27 -0.70
C10 -0.81 2.06 -2.39
H10 4.56 -2.35 -1.79
H11 -1.27 2.87 -4.44
H12 3.32 -0.93 0.25
H13 -0.93 2.88 -1.68
H14 0.31 -0.61 1.41
C11 -3.66 2.18 2.63
C12 -3.00 2.94 1.67
C13 -1.98 2.37 0.90
C14 -1.62 1.02 1.06
C15 -2.27 0.29 2.07
C16 -3.29 0.86 2.84
H15 -4.45 2.63 3.23
H16 -3.27 3.98 1.53
H17 -1.48 3.02 0.22
H18 -1.98 -0.72 2.28
H19 -3.78 0.27 3.60


Density functional theory data (ωB97M-V/def2-TZVPD) for C10H11N3OS in the gas phase at a distorted geometry.

Properties
Energy above the lowest of the compared OMol25 structures with the same formula, charge and spin (kcal per mole): 0.00
Frontier orbital gap (eV): 9.430
DFT total energy (hartree): -1025.3055
LUMO level (eV): 0.54

Element x y z (Å)
O1 4.75 1.27 2.82
N1 1.62 0.64 0.62
N2 2.28 -0.59 2.43
C1 0.64 -0.11 1.02
C2 2.65 0.32 1.53
C3 -3.01 -0.19 -1.28
C4 -2.62 -1.30 -0.53
C5 -2.17 0.91 -1.30
C6 -1.42 -1.30 0.19
C7 -0.98 0.92 -0.54
C8 -0.63 -0.19 0.24
N3 1.02 -0.91 2.08
S1 4.35 1.02 1.40
C9 0.25 -1.75 3.00
C10 4.06 2.71 0.82
H1 -3.94 -0.12 -1.78
H2 -3.22 -2.19 -0.58
H3 -2.49 1.79 -1.84
H4 -1.17 -2.19 0.70
H5 -0.33 1.79 -0.52
H6 0.11 -2.74 2.56
H7 0.78 -1.82 4.00
H8 -0.72 -1.32 3.19
H9 4.98 3.21 0.56
H10 3.53 3.26 1.63
H11 3.45 2.73 -0.08